Record 1
{"formula": "C29H61Br18FNO6PS", "method": "ωB97M-V/def2-TZVPD", "symbols": ["C", "C", "O", "C", "C", "N", "C", "C", "C", "P", "O", "O", "C", "C", "O", "C", "C", "S", "O", "O", "F", "H", "H", "H", "H", "H", "H", "H", "H", "H", "H", "H", "H", "H", "H", "H", "H", "H", "H", "H", "H", "H", "H", "H", "H", "H", "Br", "C", "C", "Br", "H", "H", "H", "H", "Br", "C", "C", "Br", "H", "H", "H", "H", "Br", "C", "C", "Br", "H", "H", "H", "H", "Br", "C", "C", "Br", "H", "H", "H", "H", "Br", "C", "C", "Br", "H", "H", "H", "H", "Br", "C", "C", "Br", "H", "H", "H", "H", "Br", "C", "C", "Br", "H", "H", "H", "H", "Br", "C", "C", "Br", "H", "H", "H", "H", "Br", "C", "C", "Br", "H", "H", "H", "H"], "coordinates": [[2.91849, -4.58731, 2.48024], [1.95998, -3.34647, 2.18790], [2.69615, -2.13044, 1.84887], [1.92110, -1.08419, 2.40732], [2.11796, 0.29009, 1.64033], [0.92044, 1.11210, 1.94339], [0.08848, 1.52462, 0.77416], [-1.44002, 1.29926, 1.20191], [-2.41525, 0.99045, -0.02222], [-3.63609, -0.40948, 0.31414], [-4.31520, -0.78581, -0.99596], [-4.80509, 0.05550, 1.41866], [-4.32972, 0.04729, 2.79018], [-4.29152, 1.53276, 3.33493], [-2.76168, -1.75909, 0.77286], [-3.65653, -2.78069, 1.31188], [-3.04579, -3.26953, 2.68595], [1.29860, 2.43080, 2.92752], [2.37317, 2.12464, 3.90762], [1.54033, 3.69682, 2.20704], [-0.06375, 2.64778, 3.83150], [3.02191, -4.65265, 3.59358], [3.88456, -4.37732, 1.97310], [2.42390, -5.52637, 2.13934], [1.28751, -3.52853, 1.31558], [1.35283, -3.21058, 3.12350], [2.12752, -0.87815, 3.48738], [0.81897, -1.30701, 2.32586], [3.07204, 0.78604, 1.96132], [2.25034, 0.04364, 0.56169], [0.25006, 2.57767, 0.44594], [0.25746, 0.84023, -0.10662], [-1.50422, 0.45786, 1.94227], [-1.77587, 2.21150, 1.76541], [-2.94619, 1.90669, -0.36417], [-1.81471, 0.61119, -0.88779], [-5.08492, -0.54142, 3.37514], [-3.35323, -0.48785, 2.91959], [-5.02790, 1.58068, 4.17743], [-4.66055, 2.21060, 2.52325], [-3.27293, 1.83191, 3.68555], [-3.69536, -3.64538, 0.57893], [-4.69376, -2.37407, 1.40258], [-3.59730, -2.89427, 3.57722], [-2.96719, -4.38388, 2.64077], [-1.98890, -2.89870, 2.78932], [6.14511, 2.56836, 5.76549], [5.13694, 4.12504, 5.16799], [5.88397, 4.89124, 4.10800], [7.32672, 5.95294, 4.87721], [4.91744, 4.71868, 6.05189], [4.20717, 3.72278, 4.76479], [5.22685, 5.61364, 3.62457], [6.33150, 4.25024, 3.35231], [7.07568, -4.76639, 2.77332], [7.70484, -5.02477, 0.94712], [6.61994, -4.72782, -0.05586], [5.32490, -6.18084, -0.15336], [8.08165, -6.04246, 0.88190], [8.53346, -4.32669, 0.83197], [7.03724, -4.65225, -1.05941], [6.06310, -3.82118, 0.17104], [0.06369, 5.08435, -0.86046], [-0.35018, 6.75688, 0.04750], [-0.51320, 6.54341, 1.53146], [-2.23614, 5.72782, 1.94434], [-1.23759, 7.16673, -0.42958], [0.49890, 7.40725, -0.15594], [-0.51706, 7.49714, 2.05825], [0.25148, 5.90034, 1.96113], [-3.08151, 2.07138, -4.28482], [-1.30116, 2.68902, -4.77547], [-0.24437, 1.72867, -4.29775], [0.05613, 1.91363, -2.38141], [-1.18855, 3.69125, -4.36838], [-1.30660, 2.74243, -5.86382], [0.71644, 1.95160, -4.76065], [-0.49649, 0.68672, -4.47992], [-4.83011, -1.12178, -7.17938], [-5.80062, 0.33712, -6.32997], [-6.41555, 1.25365, -7.35584], [-5.07800, 2.42314, -8.15737], [-5.10038, 0.84008, -5.66746], [-6.57510, -0.14530, -5.73438], [-7.13512, 1.92431, -6.88733], [-6.89932, 0.72110, -8.17168], [4.73921, -2.35540, 4.39422], [5.72238, -2.92213, 5.97678], [4.96677, -3.97717, 6.74272], [3.49872, -3.20083, 7.76244], [5.92507, -2.02825, 6.56181], [6.66269, -3.32420, 5.59854], [5.61107, -4.44710, 7.48510], [4.53683, -4.74457, 6.10317], [-8.09969, -3.07256, -9.39934], [-6.83528, -3.76219, -10.71178], [-5.44806, -3.22400, -10.47434], [-5.28810, -1.38131, -11.08349], [-7.22923, -3.51174, -11.69358], [-6.85330, -4.84392, -10.58207], [-4.71606, -3.78100, -11.05841], [-5.15662, -3.23731, -9.42643], [3.68425, 8.95576, -2.00149], [4.65338, 8.23344, -0.47354], [3.83319, 7.20276, 0.25710], [2.45329, 8.03915, 1.34998], [4.93640, 9.07727, 0.15085], [5.55044, 7.78002, -0.89384], [4.45308, 6.64681, 0.95972], [3.32979, 6.50349, -0.40735], [-4.57345, -5.54352, -0.14754], [-3.82849, -6.23344, -1.81455], [-2.60839, -7.07752, -1.58250], [-1.05762, -5.97580, -1.20477], [-3.64166, -5.37373, -2.45375], [-4.62643, -6.83644, -2.24674], [-2.35023, -7.63218, -2.48413], [-2.71707, -7.77161, -0.75262]], "forces_ev_per_angstrom": [[-0.99, 1.17, 0.06], [0.49, -1.30, 0.03], [-1.00, -0.33, 1.31], [-0.64, 1.78, -0.35], [1.34, -1.61, 0.58], [0.64, 1.94, -0.04], [-2.26, -0.94, -0.12], [-0.08, 0.46, -0.11], [0.69, -0.58, 1.19], [-1.39, -0.82, -4.01], [0.85, 1.11, 2.54], [2.75, -1.16, -0.57], [-0.46, 0.60, 1.17], [-0.38, -0.72, 0.01], [-1.45, 2.36, 0.71], [0.48, -0.99, 0.44], [0.29, 0.05, -0.66], [2.97, 2.09, 1.79], [-3.02, -0.22, -2.24], [-1.49, -2.56, 0.98], [1.63, -0.62, -1.72], [0.34, 0.00, -1.09], [-0.57, -0.57, 0.46], [0.56, 0.70, 0.00], [0.30, -0.07, 0.72], [0.43, 0.16, -0.97], [0.03, -0.48, -0.60], [0.94, 0.15, -0.05], [-0.93, -0.40, -0.20], [-0.60, 0.55, 0.62], [0.10, -0.76, 0.38], [0.34, 0.56, 1.35], [0.44, 0.64, -0.75], [0.14, -0.77, -0.60], [0.09, -0.84, 0.24], [-0.71, 0.16, 0.70], [0.65, 0.48, -0.56], [-0.74, 0.55, -0.33], [0.81, 0.26, -0.60], [0.48, -0.52, 0.73], [-0.92, -0.16, -0.31], [0.36, 1.79, 1.09], [0.78, -0.41, 0.06], [0.23, -0.54, -0.64], [-0.31, 0.84, 0.45], [-0.97, -0.25, -0.30], [-0.02, 0.10, 0.03], [-0.14, -0.33, -0.10], [0.00, 0.27, 0.06], [0.02, -0.06, -0.08], [0.09, 0.03, -0.09], [0.06, 0.02, -0.03], [-0.04, -0.06, 0.07], [-0.05, -0.03, 0.11], [0.03, -0.12, -0.10], [0.11, 0.21, 0.18], [-0.06, -0.21, -0.19], [0.02, 0.09, 0.02], [-0.10, 0.05, -0.06], [-0.07, -0.01, -0.04], [0.04, 0.00, 0.08], [0.08, -0.06, 0.07], [-0.09, 0.11, -0.12], [0.11, -0.03, -0.11], [-0.18, 0.11, 0.06], [0.06, -0.11, 0.01], [-0.02, -0.11, 0.11], [-0.21, -0.11, 0.04], [-0.01, -0.02, -0.08], [-0.05, 0.00, -0.13], [0.14, 0.11, 0.19], [-0.29, -0.10, -0.23], [0.24, 0.15, 0.02], [0.11, -0.06, -0.49], [0.06, -0.10, 0.04], [0.05, -0.05, 0.05], [-0.07, 0.04, 0.01], [-0.08, 0.10, 0.02], [0.12, 0.06, 0.10], [-0.17, -0.26, -0.01], [0.04, 0.24, 0.05], [-0.04, -0.07, -0.06], [-0.07, -0.02, -0.16], [0.00, 0.05, -0.06], [0.05, -0.06, 0.04], [0.09, -0.04, 0.07], [0.03, 0.18, 0.17], [0.03, 0.00, -0.32], [0.01, 0.05, 0.30], [-0.01, -0.07, -0.10], [-0.06, -0.11, 0.04], [-0.05, -0.03, 0.05], [0.01, 0.05, -0.06], [0.06, 0.10, -0.03], [0.00, 0.02, -0.10], [-0.10, -0.15, 0.25], [0.15, 0.15, -0.26], [-0.01, -0.04, 0.08], [0.10, 0.04, 0.06], [0.05, 0.06, 0.00], [-0.09, -0.02, 0.01], [-0.13, 0.00, -0.04], [0.01, 0.03, 0.10], [0.03, -0.03, -0.30], [0.03, -0.03, 0.23], [0.40, 0.12, 0.15], [-0.07, -0.09, 0.02], [-0.06, -0.03, 0.06], [0.00, 0.05, -0.05], [0.04, 0.09, 0.00], [-0.21, -0.82, -0.46], [-0.45, -0.11, 0.03], [0.25, -0.01, -0.11], [0.10, 0.04, 0.14], [0.06, -0.05, 0.08], [0.06, 0.01, 0.00], [-0.09, 0.04, 0.02], [-0.07, 0.08, -0.05]], "lowdin_charge": [-0.103, -0.244, -0.195, -0.237, -0.147, -0.227, -0.244, -0.189, -0.198, 0.629, -0.327, -0.241, -0.280, -0.062, -0.258, -0.312, -0.068, 0.751, -0.294, -0.304, -0.182, 0.043, 0.023, 0.074, 0.121, 0.116, 0.114, 0.120, 0.126, 0.135, 0.035, 0.048, 0.095, 0.087, 0.103, 0.034, 0.122, 0.094, 0.075, 0.087, 0.067, -0.038, 0.111, 0.067, 0.068, 0.075, 0.600, -0.689, -0.701, 0.596, 0.053, 0.033, 0.047, 0.050, 0.619, -0.685, -0.687, 0.616, 0.050, 0.058, 0.057, 0.052, 0.629, -0.706, -0.739, 0.614, 0.054, -0.028, 0.046, 0.014, 0.675, -0.670, -0.646, 0.739, 0.051, 0.062, 0.060, 0.058, 0.599, -0.688, -0.682, 0.586, -0.036, 0.063, 0.059, 0.047, 0.682, -0.676, -0.694, 0.604, 0.052, 0.036, 0.058, 0.048, 0.591, -0.696, -0.701, 0.589, 0.050, 0.056, 0.057, 0.018, 0.608, -0.691, -0.654, 0.724, 0.052, 0.060, 0.051, 0.050, 0.745, -0.659, -0.703, 0.611, 0.059, 0.058, 0.058, 0.052], "smiles": "CCOCCN(CCCP(=O)(OCC)OCC)S(=O)(=O)F.BrCCBr.BrCCBr.BrCCBr.BrCCBr.BrCCBr.BrCCBr.BrCCBr.BrCCBr.BrCCBr", "e_lumo_ev": 0.2077, "fmax_ev_per_a": 4.33}

***

Record 2
{"formula": "C29H61BrF3N4O5", "method": "ωB97M-V/def2-TZVPD", "symbols": ["C", "C", "C", "C", "C", "C", "C", "C", "C", "C", "C", "C", "C", "C", "C", "C", "C", "C", "C", "C", "O", "C", "C", "F", "F", "F", "C", "N", "Br", "N", "C", "N", "N", "C", "C", "O", "H", "H", "H", "H", "H", "H", "H", "H", "H", "H", "H", "H", "H", "H", "H", "H", "H", "H", "H", "H", "H", "H", "H", "H", "H", "H", "H", "H", "H", "H", "H", "H", "H", "H", "H", "H", "H", "H", "H", "H", "H", "H", "H", "H", "H", "H", "H", "H", "H", "C", "O", "H", "H", "H", "H", "C", "O", "H", "H", "H", "H", "C", "O", "H", "H", "H", "H"], "coordinates": [[-2.27948, 4.58277, -0.09725], [-1.64200, 5.77607, -0.99067], [-0.04144, 5.58769, -1.08339], [0.45828, 5.25753, -2.57371], [-0.17052, 3.87074, -3.11638], [0.80682, 3.17701, -4.17252], [0.10038, 2.00455, -5.02757], [-1.07131, 1.26613, -4.17719], [-1.61250, 0.03027, -5.03129], [-2.56496, -0.98516, -4.22623], [-2.96292, -0.51178, -2.75503], [-1.88421, -0.83380, -1.61303], [-0.53954, -1.54649, -2.11137], [0.58327, -1.23534, -0.96975], [1.45899, -2.51965, -0.56313], [1.23100, -2.77911, 1.00638], [1.85335, -1.66118, 1.95885], [1.89231, -2.18103, 3.48925], [0.40732, -2.51905, 3.97773], [0.15711, -4.06657, 4.33693], [0.03021, -4.15487, 5.79088], [-1.34157, -4.28356, 6.18943], [-1.58970, -3.82586, 7.71769], [-2.01514, -2.48382, 7.73270], [-2.59713, -4.65206, 8.28499], [-0.41236, -3.95963, 8.47448], [2.48305, -0.99390, 4.40659], [1.54489, 0.14142, 4.55610], [2.68204, -1.78645, 6.23887], [3.78041, -0.44197, 3.88537], [3.65928, -0.09568, 2.47729], [4.04435, 1.16085, 2.13768], [3.16196, -1.09596, 1.49495], [4.25362, -2.12669, 1.43485], [5.07238, -1.83060, 0.06867], [6.26786, -2.16288, -0.05837], [-1.95493, 4.71290, 0.98775], [-1.97547, 3.54988, -0.48559], [-3.42543, 4.61909, -0.10011], [-2.06616, 5.80309, -2.04515], [-1.92772, 6.74183, -0.46572], [0.47123, 6.52096, -0.65069], [0.21413, 4.68527, -0.41934], [0.12117, 6.08350, -3.29111], [1.60072, 5.22408, -2.53190], [-0.34679, 3.22263, -2.19170], [-1.18815, 4.07946, -3.59493], [1.73730, 2.81233, -3.60352], [1.19206, 3.96616, -4.91379], [0.89078, 1.18231, -5.19107], [-0.30250, 2.36731, -6.02656], [-1.94735, 1.97034, -3.97268], [-0.57095, 0.97169, -3.18960], [-0.69233, -0.57714, -5.36059], [-2.08791, 0.40219, -6.01121], [-3.54669, -1.03566, -4.82590], [-2.17475, -2.06771, -4.22868], [-3.91833, -1.09124, -2.47313], [-3.24625, 0.59088, -2.67340], [-1.61431, 0.11177, -1.03449], [-2.36882, -1.55445, -0.85533], [-0.72674, -2.66869, -2.12213], [-0.10503, -1.13293, -3.07480], [0.13690, -0.77375, -0.03251], [1.31900, -0.47515, -1.42731], [2.55271, -2.41974, -0.85934], [1.03446, -3.40892, -1.14520], [0.09155, -2.84373, 1.14778], [1.64681, -3.81495, 1.23579], [1.10464, -0.78284, 1.96415], [2.51220, -3.13748, 3.57781], [-0.36628, -2.24903, 3.16831], [0.07584, -1.92354, 4.90249], [1.00015, -4.75862, 4.00114], [-0.85338, -4.36676, 3.90324], [-2.06875, -3.68214, 5.53906], [-1.64898, -5.39295, 6.14166], [1.91152, 0.87300, 5.17835], [1.23569, 0.51902, 3.65175], [4.09955, 0.38143, 4.42292], [5.01318, 1.31916, 1.82219], [3.44877, 1.99833, 2.20462], [5.04030, -2.01202, 2.26862], [3.89293, -3.20363, 1.50234], [4.58361, -1.27384, -0.81292], [-5.80247, 0.56956, -4.38466], [-5.00500, 1.74632, -4.38045], [-5.76631, 0.11971, -3.39298], [-6.83710, 0.82195, -4.62947], [-5.40775, -0.13746, -5.11786], [-5.04804, 2.13049, -5.26436], [4.78356, -4.87443, 5.32701], [3.81224, -4.85895, 4.28435], [4.56567, -4.06498, 6.02414], [4.73929, -5.82858, 5.85629], [5.77986, -4.72783, 4.90282], [4.02799, -5.58319, 3.68368], [-3.96959, 4.44479, -4.53150], [-3.16072, 5.61311, -4.49908], [-3.94726, 3.97608, -3.54845], [-4.99935, 4.71492, -4.77956], [-3.57682, 3.74480, -5.27449], [-3.19550, 6.01009, -5.37773]], "forces_ev_per_angstrom": [[-0.39, 0.42, -0.45], [0.11, -0.75, 0.52], [-0.52, 0.01, -0.09], [-0.50, -0.02, 0.40], [0.48, 0.73, 0.17], [-0.26, 0.30, -0.20], [0.07, -0.67, 1.34], [0.41, 0.36, -1.10], [1.07, -0.61, 0.32], [-1.13, 0.53, -0.57], [-0.50, -0.64, 0.57], [-0.07, -0.36, -0.23], [0.33, 0.62, 1.92], [1.10, -0.16, -1.09], [-1.05, 0.23, 0.28], [0.50, -0.55, -1.11], [-2.00, -0.07, 1.27], [-0.44, 0.69, -0.34], [-0.91, -0.32, -0.18], [-0.45, 0.80, 0.33], [-0.94, -0.01, -0.51], [-0.81, -0.85, 0.64], [0.40, -0.34, -0.44], [0.83, -2.69, 0.54], [2.25, 2.20, -1.03], [-2.76, 0.48, -1.29], [-1.67, -1.03, 0.65], [0.85, -0.88, -0.17], [0.33, 0.73, -1.02], [-1.83, 1.60, -4.63], [-0.37, -2.09, 3.05], [1.25, 0.46, -0.53], [1.15, 0.60, 2.48], [1.93, -0.12, -1.02], [2.85, -1.15, -0.28], [-3.83, 0.97, 0.74], [-0.27, -0.30, -1.41], [-0.30, 1.43, 0.56], [1.59, 0.01, -0.06], [0.34, -0.11, 1.36], [0.48, -1.06, -0.78], [-0.57, -1.43, -0.76], [-0.10, 1.30, -0.84], [0.66, -0.98, 1.03], [-1.48, -0.07, -0.33], [0.24, 0.53, -1.37], [1.41, -0.22, 0.68], [-1.37, 0.28, -0.87], [-0.57, -1.00, 1.14], [-1.16, 1.28, -0.17], [0.57, -0.38, 1.27], [1.29, -0.88, -0.14], [-1.00, 0.20, -1.29], [-1.21, 0.90, 0.34], [0.54, -0.47, 1.62], [1.44, -0.03, 0.98], [-0.37, 1.74, 0.14], [1.37, 0.86, -0.46], [0.42, -1.50, -0.54], [-0.35, -1.12, -0.87], [0.79, 1.12, -0.98], [0.37, 1.42, -0.44], [-0.95, -0.83, 1.02], [0.36, -0.56, -1.24], [-1.24, -0.84, 0.84], [-1.38, -0.09, 0.54], [0.73, 1.06, 0.97], [1.81, 0.25, 0.03], [-0.41, 1.31, 0.10], [1.13, -1.17, -0.22], [-0.44, 1.54, 0.03], [1.36, -0.19, 1.05], [0.81, -0.83, -1.38], [-1.17, 0.95, 0.49], [1.53, 0.11, 0.20], [1.06, -0.67, 0.94], [0.35, 1.60, 0.10], [-0.36, -0.46, -0.37], [0.21, -0.14, 0.57], [-0.04, -0.58, -0.31], [-0.96, -0.13, -0.31], [0.37, -0.88, 0.36], [-1.23, -0.26, -1.20], [0.19, 1.48, -0.30], [0.09, -0.63, 1.38], [-0.07, 0.18, -0.27], [0.09, 0.02, 0.02], [0.05, 0.12, -0.08], [-0.05, -0.19, 0.04], [-0.21, -0.15, 0.06], [0.01, -0.07, 0.18], [0.16, -0.18, -0.01], [-0.18, 0.08, -0.37], [-0.06, -0.11, -0.16], [0.12, 0.10, 0.11], [0.07, -0.01, 0.19], [-0.10, 0.10, 0.13], [0.07, 0.29, -0.12], [0.11, 0.10, -0.08], [0.03, 0.07, -0.10], [-0.08, -0.21, 0.06], [-0.06, -0.15, 0.06], [0.07, 0.03, 0.22]], "lowdin_charge": [-0.138, -0.233, -0.226, -0.208, -0.219, -0.208, -0.189, -0.221, -0.199, -0.196, -0.212, -0.207, -0.188, -0.193, -0.175, -0.138, -0.257, -0.238, -0.132, -0.157, -0.192, -0.096, -0.387, 0.072, 0.068, 0.086, -0.767, 0.041, 0.822, 0.163, -0.196, 0.158, -0.029, -0.097, -0.180, 0.022, 0.069, 0.055, 0.072, 0.087, 0.101, 0.107, 0.095, 0.118, 0.106, 0.097, 0.097, 0.110, 0.113, 0.108, 0.112, 0.098, 0.101, 0.104, 0.118, 0.085, 0.113, 0.106, 0.100, 0.098, 0.115, 0.110, 0.098, 0.087, 0.115, 0.087, 0.115, 0.132, 0.122, 0.146, 0.114, 0.119, 0.118, 0.131, 0.126, 0.148, 0.155, 0.094, 0.091, 0.150, 0.146, 0.145, 0.144, 0.144, 0.136, -0.146, -0.146, 0.073, 0.083, 0.068, 0.070, -0.141, -0.161, 0.034, 0.086, 0.082, 0.086, -0.176, -0.131, 0.076, 0.085, 0.070, 0.082], "e_lumo_ev": -5.6395, "total_charge": 1, "fmax_ev_per_a": 5.23}